# 1
The following is a quantum chemistry calculation of a molecular structure, C28H28IrN5 in a non-equilibrium geometry, from the Open Molecules 2025 dataset.

```
62
Properties=species:S:1:pos:R:3:forces:R:3
Ir -0.82710 0.11102 -0.35394 1.9 -1.7 1.0
C -1.51013 -2.59585 -1.99180 0.2 -0.3 -0.4
N -0.68839 -1.35156 -2.01989 -1.0 1.0 0.1
C -1.11862 -0.62865 -3.26258 0.1 -0.2 -0.2
C 0.72316 -1.72448 -1.95079 -0.2 -0.2 -0.4
C 1.42642 -2.21049 -3.02825 0.0 -0.3 -0.1
C 2.75429 -2.60176 -2.85416 -0.1 0.0 0.1
C 3.35669 -2.51126 -1.59939 0.0 0.0 -0.1
C 2.63999 -2.06031 -0.50917 -0.1 0.0 0.1
C 1.30420 -1.66549 -0.67757 0.2 -0.2 0.1
N 0.42433 -1.21578 0.28953 0.7 0.7 0.2
C 0.33381 -1.45923 1.64598 0.2 -0.2 0.1
C 1.36895 -1.80380 2.52923 0.0 0.0 -0.1
C 1.07764 -2.03595 3.85814 -0.1 0.0 0.1
C -0.23710 -1.96036 4.31839 0.0 0.0 -0.1
C -1.27141 -1.62253 3.44480 0.0 -0.3 0.1
C -0.97717 -1.35169 2.12906 -0.4 -0.2 0.2
N -1.99829 -1.05590 1.12634 -0.5 0.9 -0.9
C -3.12722 -0.17527 1.57553 -0.1 -0.2 0.2
C -2.64591 -2.33570 0.71694 -0.1 -0.2 0.4
H -1.39854 -3.10795 -2.94946 0.1 0.0 0.0
H -2.55506 -2.34511 -1.86326 0.0 0.0 -0.1
H -1.16042 -3.25963 -1.21205 0.0 0.0 0.0
H -0.89399 -1.21205 -4.15507 0.0 -0.1 0.0
H -0.65155 0.34063 -3.35050 0.0 0.1 0.0
H -2.19844 -0.50411 -3.21636 0.0 0.0 0.1
H 0.95856 -2.33392 -3.99638 0.0 0.1 0.0
H 3.31120 -2.98468 -3.69917 0.0 0.0 0.0
H 4.39198 -2.79859 -1.47458 0.0 0.0 0.0
H 3.13250 -1.98034 0.44456 0.0 0.0 0.0
H 2.39299 -1.85245 2.20158 0.0 0.0 0.0
H 1.87712 -2.28237 4.54374 0.0 0.0 0.0
H -0.46429 -2.17320 5.35471 0.0 0.0 0.0
H -2.29183 -1.61985 3.80548 0.0 0.1 0.0
H -3.63683 -0.59933 2.44020 0.0 -0.1 0.0
H -3.84930 -0.12223 0.76348 0.0 0.0 0.0
H -2.79215 0.82143 1.81962 0.0 0.1 0.0
H -3.27614 -2.68484 1.53715 0.1 0.0 0.0
H -1.89599 -3.09109 0.52317 0.0 0.0 0.0
H -3.27737 -2.16936 -0.14633 -0.1 0.0 0.1
C 1.92154 2.23934 -3.11186 0.1 0.0 0.0
C 1.31831 1.18230 -2.43307 0.0 0.2 0.2
N 0.61360 1.34151 -1.31228 -0.5 0.3 -0.4
C 0.58864 2.59732 -0.76651 0.0 -0.1 -0.1
C 1.16795 3.70874 -1.38063 0.0 0.1 0.1
C 1.82350 3.50966 -2.60722 0.0 0.1 0.0
C 1.11435 4.98705 -0.72614 0.0 -0.1 -0.2
C 0.59871 5.10070 0.51261 -0.1 0.0 0.1
C 0.09424 3.94544 1.20246 0.1 0.1 -0.1
C -0.31673 3.98134 2.54540 0.0 0.1 0.0
C -0.68083 2.81292 3.16227 0.1 0.0 0.0
C -0.69734 1.62668 2.43110 0.2 0.2 -0.1
N -0.39972 1.56499 1.13268 -0.6 0.3 -0.2
C 0.04548 2.71704 0.54146 0.0 -0.1 0.1
H 2.46187 2.03908 -4.02689 0.0 0.0 0.0
H 1.44105 0.18327 -2.80332 -0.1 -0.1 -0.1
H 2.27143 4.35259 -3.12004 0.0 0.0 0.0
H 1.52081 5.84846 -1.24066 0.0 0.0 0.0
H 0.57895 6.05602 1.02139 0.0 0.0 0.0
H -0.30822 4.92107 3.08482 0.0 0.0 0.0
H -0.95543 2.79202 4.20794 0.0 0.0 0.0
H -0.93274 0.70655 2.92956 -0.2 0.0 0.0
```
Forces are in eV/Å.

Summary:
Spin multiplicity: 2
Molar mass in g/mol: 626.78
Expectation value of S²: 0.788
Charge: +3
Energy relative to the best compared isomer or geometry (same formula, charge and spin) in kJ/mol: 0.0

Let us look at the natural (NBO) charges, expressed in e, one per atom:
1. Ir 1.219
2. C -0.403
3. N -0.436
4. C -0.426
5. C 0.121
6. C -0.240
7. C -0.102
8. C -0.168
9. C -0.177
10. C 0.139
11. N -0.274
12. C 0.126
13. C -0.177
14. C -0.158
15. C -0.104
16. C -0.241
17. C 0.128
18. N -0.437
19. C -0.426
20. C -0.404
21. H 0.236
22. H 0.223
23. H 0.220
24. H 0.232
25. H 0.221
26. H 0.240
27. H 0.257
28. H 0.266
29. H 0.268
30. H 0.240
31. H 0.240
32. H 0.267
33. H 0.266
34. H 0.257
35. H 0.232
36. H 0.240
37. H 0.221
38. H 0.236
39. H 0.220
40. H 0.223
41. C -0.237
42. C 0.088
43. N -0.474
44. C 0.134
45. C -0.059
46. C -0.037
47. C -0.150
48. C -0.138
49. C -0.079
50. C -0.038
51. C -0.238
52. C 0.085
53. N -0.492
54. C 0.220
55. H 0.270
56. H 0.230
57. H 0.264
58. H 0.262
59. H 0.261
60. H 0.264
61. H 0.270
62. H 0.230


# 2
The following is a quantum chemistry calculation of a molecular structure, C4H7NO in a non-equilibrium geometry, from the Open Molecules 2025 dataset.

```
13
Properties=species:S:1:pos:R:3:forces:R:3
C 0.36299 -1.29889 0.51778 2.0 -2.3 -1.3
C 0.17320 -0.89875 -0.93483 -1.3 -4.7 -0.7
C -0.47131 0.39737 -0.74277 -2.9 3.9 -1.6
C -0.45880 0.70012 0.74984 3.7 2.7 -0.4
N 0.22426 -0.40609 1.38326 -1.1 0.8 1.3
O 0.52700 2.18591 0.88749 -1.1 -3.8 0.4
H 0.81080 -2.32735 0.72393 -0.6 1.5 0.2
H 1.10418 -1.20933 -1.50026 -0.8 1.4 0.5
H -0.61467 -1.65532 -1.42730 1.6 1.4 1.0
H 0.00016 1.31353 -1.26446 -0.9 -1.6 0.6
H -1.63147 0.33596 -1.02955 2.6 0.2 0.2
H -1.32282 1.06089 1.26647 -0.4 -0.1 0.1
H 1.29650 1.80195 1.37039 -0.7 0.5 -0.4
```
Forces are in eV/Å.

Summary:
Spin multiplicity: 1
Molar mass in g/mol: 85.11
Charge: 0
Energy relative to the best compared isomer or geometry (same formula, charge and spin) in kJ/mol: 296.7

Let us look at the natural (NBO) charges, expressed in e, one per atom:
1. C 0.165
2. C -0.505
3. C -0.491
4. C 0.248
5. N -0.444
6. O -0.809
7. H 0.191
8. H 0.253
9. H 0.225
10. H 0.276
11. H 0.225
12. H 0.208
13. H 0.457


Q: Which formula does entry 1 have?
A: C28H28IrN5


Q: molar mass of number 1 (C28H28IrN5)?
A: 626.78 g/mol


Q: The lowest spin multiplicity belongs to which entry?
A: C4H7NO


Q: What is the charge in the second record?
A: 0